A.
Density functional theory data (ωB97M-V/def2-TZVPD) for C4H8BN as an isolated structure.

Atoms and positions in Å:
B1 -0.496 -0.182 0.072
C1 0.492 -1.173 -0.469
C2 1.709 -0.615 -0.344
C3 1.655 0.770 0.250
C4 -2.535 -0.042 -0.075
N1 0.194 0.925 0.521
H1 0.446 -2.200 -0.976
H2 2.557 -1.213 -0.553
H3 2.242 0.477 1.215
H4 2.224 1.492 -0.276
H5 -2.806 0.405 -1.051
H6 -2.990 0.584 0.811
H7 -2.595 -1.163 0.125
H8 -0.098 1.934 0.752

Output
Total charge ... 0
HOMO ... -9.00 eV
HOMO-LUMO gap ... 9.7 eV

Let us look at the Löwdin charges, expressed in e, one per atom:
1. B -0.359
2. C -0.019
3. C -0.111
4. C -0.179
5. C -0.062
6. N 0.077
7. H 0.113
8. H 0.091
9. H 0.151
10. H 0.102
11. H -0.004
12. H 0.032
13. H 0.005
14. H 0.164

B.
Density functional theory data (ωB97M-V/def2-TZVPD) for an isolated molecule of C4H8BN.

Atoms and positions in Å:
C1 1.711 -1.645 -0.129
B1 0.914 -0.229 0.101
C2 -0.747 0.328 0.508
C3 -0.925 1.789 -0.016
C4 -1.766 -0.471 -0.099
N1 -2.547 -1.088 -0.681
H1 1.309 -2.415 0.671
H2 2.854 -1.558 -0.146
H3 1.329 -2.162 -1.008
H4 1.599 0.657 -0.292
H5 -0.604 0.270 1.535
H6 -0.084 2.428 0.148
H7 -1.193 1.870 -1.076
H8 -1.850 2.226 0.483

Output
SMILES string ... CB[C@@H](C)C#N
Total charge ... 0
HOMO ... -10.39 eV
HOMO-LUMO gap ... 10.4 eV

Let us look at the Löwdin charges, expressed in e, one per atom:
1. C -0.101
2. B 0.027
3. C -0.288
4. C -0.099
5. C -0.265
6. N 0.149
7. H 0.085
8. H 0.069
9. H 0.043
10. H 0.051
11. H 0.091
12. H 0.054
13. H 0.084
14. H 0.100

The energy of each structure relative to the most stable one, in eV, is as follows: A 0.000; B 0.350.

A.
Density functional theory data (ωB97M-V/def2-TZVPD) for a 2-piece molecular cluster, C2H7FNS overall.

Atoms and positions in Å:
C1 1.044 -0.683 0.110
C2 -1.775 0.235 0.521
N1 2.054 0.273 -0.246
F1 -1.340 1.440 0.133
S1 -3.016 -0.679 -0.189
H1 0.848 -0.840 1.121
H2 0.383 -1.122 -0.702
H3 -1.623 -0.188 1.586
H4 2.021 1.194 0.292
H5 1.920 0.540 -1.251
H6 2.994 -0.203 -0.065
H7 -3.511 0.033 -1.311

Output
Total charge ... +1
HOMO (spin up / spin down) ... -13.83 / -10.86 eV
HOMO-LUMO gap (spin up / spin down) ... 9.9 / 5.7 eV

Let us look at the Löwdin charges, expressed in e, one per atom:
1. C 0.003
2. C -0.650
3. N 0.101
4. F -0.043
5. S 0.812
6. H 0.046
7. H 0.103
8. H 0.091
9. H 0.199
10. H 0.186
11. H 0.201
12. H -0.049

B.
Density functional theory data (ωB97M-V/def2-TZVPD) for C2H7FNS as an isolated structure.

Atoms and positions in Å:
C1 -0.053 0.684 -0.802
C2 0.317 -1.299 -0.430
N1 -0.466 1.414 0.405
F1 1.612 -1.320 -0.587
S1 -0.080 -1.317 1.317
H1 0.836 0.854 -1.238
H2 -0.915 0.458 -1.579
H3 -0.262 -2.064 -1.081
H4 -1.517 1.378 0.155
H5 -0.118 2.351 0.705
H6 -0.338 0.723 1.182
H7 0.985 -1.863 1.954

Output
Total charge ... +1
HOMO ... -14.12 eV
HOMO-LUMO gap ... 10.4 eV

Let us look at the Löwdin charges, expressed in e, one per atom:
1. C -0.063
2. C -0.540
3. N 0.088
4. F -0.015
5. S 0.841
6. H 0.049
7. H 0.149
8. H 0.143
9. H 0.203
10. H 0.194
11. H 0.017
12. H -0.065

The energy of each structure relative to the most stable one, in eV, is as follows: A 1.718; B 0.000.

A.
Density functional theory data (ωB97M-V/def2-TZVPD) for a 2-piece molecular cluster, CHNO2S overall.

Atoms and positions in Å:
N1 -0.315 0.517 0.787
C1 -1.448 0.293 1.060
O1 -2.594 0.108 1.100
H1 0.508 0.910 0.904
O2 1.393 -1.413 -1.965
S1 2.457 -0.415 -1.885

Output
SMILES string ... N=C=O.O=S
Total charge ... 0
HOMO (spin up / spin down) ... -9.44 / -9.44 eV
HOMO-LUMO gap (spin up / spin down) ... 7.8 / 7.8 eV

Let us look at the Löwdin charges, expressed in e, one per atom:
1. N 0.244
2. C -0.405
3. O 0.150
4. H 0.016
5. O -0.696
6. S 0.692

B.
Density functional theory data (ωB97M-V/def2-TZVPD) for an isolated molecule of CHNO2S.

Atoms and positions in Å:
O1 2.167 0.557 -1.288
N1 1.125 -0.002 -1.605
O2 0.789 -1.063 -1.984
C1 -0.112 0.988 -1.177
S1 0.013 2.070 -0.015
H1 -0.934 0.856 -1.784

Output
SMILES string ... O=[N+]([O-])C=S
Total charge ... 0
HOMO ... -9.86 eV
HOMO-LUMO gap ... 8.4 eV

Let us look at the Löwdin charges, expressed in e, one per atom:
1. O 0.021
2. N -0.425
3. O 0.108
4. C -0.521
5. S 0.800
6. H 0.017

The energy of each structure relative to the most stable one, in eV, is as follows: A 0.000; B 2.226.

A.
Density functional theory data (ωB97M-V/def2-TZVPD) for an isolated molecule of C4H4N2O2.

Atoms and positions in Å:
O1 -2.235 1.650 -1.285
C1 -1.593 0.965 -0.455
C2 -1.500 0.985 0.962
N1 -0.630 0.065 1.465
C3 0.129 -0.243 0.156
C4 1.597 -0.842 0.217
O2 1.778 -1.336 -1.196
N2 -0.462 0.157 -0.945
H1 -2.176 1.403 1.756
H2 1.652 -1.771 0.738
H3 2.350 0.063 0.535
H4 1.090 -1.095 -1.948

Output
SMILES string ... O=C1C=NC(CO)=N1
Total charge ... 0
HOMO ... -10.80 eV
HOMO-LUMO gap ... 8.6 eV

Let us look at the Löwdin charges, expressed in e, one per atom:
1. O 0.116
2. C -0.390
3. C -0.051
4. N 0.153
5. C -0.231
6. C -0.103
7. O -0.175
8. N 0.147
9. H 0.138
10. H 0.095
11. H 0.172
12. H 0.129

B.
Density functional theory data (ωB97M-V/def2-TZVPD) for an isolated molecule of C4H4N2O2.

Atoms and positions in Å:
O1 -1.628 -0.789 -1.062
C1 -1.127 -1.116 0.089
C2 -0.282 -0.259 0.977
N1 1.107 -0.744 0.700
C3 1.427 -0.032 -0.492
N2 0.659 1.018 -0.626
C4 -0.400 1.110 0.303
O2 -1.375 1.784 0.338
H1 -1.258 -2.244 0.405
H2 -0.385 -0.187 1.996
H3 2.304 -0.340 -1.195
H4 0.959 1.800 -1.434

Output
SMILES string ... O=C[C@H]1N=CNC1=O
Total charge ... 0
HOMO ... -9.29 eV
HOMO-LUMO gap ... 9.3 eV

Let us look at the Löwdin charges, expressed in e, one per atom:
1. O -0.005
2. C -0.138
3. C -0.255
4. N 0.061
5. C -0.152
6. N 0.079
7. C -0.425
8. O 0.142
9. H 0.155
10. H 0.121
11. H 0.162
12. H 0.253

The energy of each structure relative to the most stable one, in eV, is as follows: A 0.630; B 0.000.

A.
Density functional theory data (ωB97M-V/def2-TZVPD) for C4H4N2O2 as an isolated structure.

Atoms and positions in Å:
C1 -0.624 0.461 -1.873
C2 -0.083 -0.113 -0.829
C3 0.505 -0.374 1.348
C4 -0.063 -1.507 -0.457
H1 -0.518 1.722 -0.334
H2 -1.207 0.251 -2.794
H3 0.921 0.959 2.366
H4 -0.643 -2.209 -1.279
N1 0.720 -0.119 2.499
N2 -0.052 -1.589 0.842
O1 -0.612 1.866 -1.558
O2 0.407 0.688 0.248

Output
Total charge ... 0
HOMO ... -9.12 eV
HOMO-LUMO gap ... 8.6 eV

Let us look at the Löwdin charges, expressed in e, one per atom:
1. C -0.061
2. C -0.336
3. C -0.430
4. C -0.053
5. H 0.227
6. H 0.148
7. H 0.143
8. H 0.189
9. N 0.194
10. N 0.131
11. O -0.125
12. O -0.028

B.
Density functional theory data (ωB97M-V/def2-TZVPD) for an isolated molecule of C4H4N2O2.

Atoms and positions in Å:
H1 3.319 -0.332 0.328
N1 2.515 -1.047 0.180
C1 1.391 -0.402 -0.092
C2 0.049 -0.959 -0.314
C3 -1.076 -0.244 -0.076
O1 -2.297 -0.874 -0.154
C4 -0.899 1.247 0.139
N2 0.268 1.791 -0.160
O2 1.433 1.060 -0.374
H2 -0.018 -2.034 -0.435
H3 -2.988 -0.247 0.376
H4 -1.698 2.041 0.583

Output
SMILES string ... [H]/N=c1/cc(O)cno1
Total charge ... 0
HOMO ... -9.12 eV
HOMO-LUMO gap ... 9.0 eV

Let us look at the Löwdin charges, expressed in e, one per atom:
1. H 0.090
2. N 0.112
3. C -0.331
4. C 0.026
5. C -0.303
6. O 0.010
7. C -0.060
8. N 0.033
9. O -0.058
10. H 0.127
11. H 0.190
12. H 0.165

The energy of each structure relative to the most stable one, in eV, is as follows: A 0.824; B 0.000.

A.
Density functional theory data (ωB97M-V/def2-TZVPD) for an isolated molecule of C4H4N2O2.

Atoms and positions in Å:
C1 -2.707 0.036 0.148
O1 -1.541 -0.711 -0.213
C2 -0.318 -0.038 -0.103
N1 -0.206 1.206 -0.126
C3 1.162 1.456 0.001
N2 1.984 0.444 0.057
C4 1.094 -0.629 0.118
O2 1.539 -1.718 0.012
H1 -3.433 -0.706 0.173
H2 -2.946 0.785 -0.575
H3 -2.660 0.296 1.356
H4 1.222 2.548 0.157

Output
SMILES string ... COC1=NC=NC1=O
Total charge ... 0
HOMO ... -10.61 eV
HOMO-LUMO gap ... 9.2 eV

Let us look at the Löwdin charges, expressed in e, one per atom:
1. C -0.067
2. O -0.059
3. C -0.233
4. N 0.139
5. C -0.131
6. N 0.143
7. C -0.397
8. O 0.181
9. H 0.052
10. H 0.080
11. H 0.161
12. H 0.130

B.
Density functional theory data (ωB97M-V/def2-TZVPD) for an isolated molecule of C4H4N2O2.

Atoms and positions in Å:
N1 -2.821 -1.367 0.207
C1 -1.834 -0.793 0.175
C2 -0.532 -0.109 0.228
C3 -0.632 1.345 -0.193
O1 -1.684 1.959 -0.232
C4 0.503 -0.894 -0.581
N2 1.718 -0.717 -0.393
O2 1.996 0.319 0.541
H1 -0.213 -0.249 1.247
H2 0.285 1.866 -0.293
H3 0.287 -1.782 -1.277
H4 2.928 0.421 0.572

Output
SMILES string ... N#C[C@H](C=O)/C=N\O
Total charge ... 0
HOMO ... -10.67 eV
HOMO-LUMO gap ... 10.9 eV

Let us look at the Löwdin charges, expressed in e, one per atom:
1. N 0.177
2. C -0.192
3. C -0.228
4. C -0.183
5. O 0.085
6. C -0.131
7. N 0.021
8. O -0.051
9. H 0.151
10. H 0.110
11. H 0.161
12. H 0.080

The energy of each structure relative to the most stable one, in eV, is as follows: A 0.000; B 0.392.